Record 1
Computed, not measured: an isolated molecule of C7H7FN2O in a non-equilibrium geometry, with ωB97M-V with the def2-TZVPD basis set.

```
18
Properties=species:S:1:pos:R:3:forces:R:3
C 1.620 1.758 -0.072 1.5 0.2 0.3
C -0.533 1.723 1.180 2.0 -1.2 0.3
C 0.172 1.842 -0.131 -0.3 1.8 -1.6
C -0.372 0.536 1.780 -1.6 1.2 -2.5
C -0.360 0.747 -1.017 -2.3 -1.6 -0.4
C -0.128 -0.587 -0.209 -0.4 0.8 1.6
C 0.029 -2.956 -0.529 -2.4 -1.5 -2.7
N 2.761 1.915 -0.100 -0.4 -0.4 0.1
N -0.162 -0.639 1.127 1.2 -1.8 -4.3
O -0.168 -1.614 -1.035 0.7 -0.5 0.4
F 0.060 0.737 -2.360 0.2 0.0 1.7
H -0.770 2.552 1.763 -0.4 1.4 0.6
H 0.115 2.875 -0.560 -0.8 -0.8 0.0
H -0.805 0.380 2.682 -0.7 -0.3 3.2
H -1.522 0.723 -1.100 1.7 0.6 0.4
H 0.907 -3.425 -0.984 0.0 0.6 0.2
H -0.893 -3.609 -0.948 2.0 1.6 1.2
H 0.048 -2.961 0.516 0.1 0.0 1.5
```
Forces are in eV/Å.

Computed properties:
SMILES: COC1=NC=C[C@@H](C#N)[C@H]1F
Energy relative to the best compared isomer or geometry (same formula, charge and spin), kcal/mol: 26.1
Total charge: 0
DFT total energy, Ha: -555.458019

=====

Record 2
Computed, not measured: a structure of composition C18H45BCl9MgN3NaO13 in a non-equilibrium geometry, with ωB97M-V with the def2-TZVPD basis set.

```
91
Properties=species:S:1:pos:R:3:forces:R:3
C -3.713 -0.221 5.405 0.5 0.3 0.0
C -2.851 0.318 4.317 3.4 2.7 -0.8
O -1.911 1.197 4.508 -3.9 -3.8 -0.8
O -3.123 -0.217 3.074 0.4 1.1 1.6
C -2.218 -1.335 2.805 0.3 0.2 -0.1
C -2.558 -1.973 1.505 -0.2 0.8 -0.4
B -2.258 -1.166 0.073 0.4 -0.8 0.4
O -3.501 -0.766 -0.587 0.1 0.7 -0.6
C -1.279 0.203 0.303 -0.7 -0.6 -0.6
C -1.378 0.882 -1.042 1.6 0.9 1.1
O -0.112 1.329 -1.457 -0.4 -0.2 -1.1
C -2.432 2.007 -0.908 -2.3 -2.8 -2.2
N -3.191 2.267 -2.021 -0.2 -0.2 1.7
H -3.199 -0.156 6.345 0.2 0.1 0.5
H -4.611 0.364 5.477 -0.5 0.3 -0.1
H -3.985 -1.239 5.210 -0.2 -0.5 -0.2
H -2.302 -2.020 3.639 -0.1 -0.4 0.5
H -1.219 -0.924 2.818 0.5 0.2 0.0
H -3.624 -2.135 1.536 -0.6 -0.3 -0.1
H -2.106 -2.950 1.490 0.4 -0.5 -0.1
H -1.654 -1.879 -0.685 0.0 0.0 0.0
H -3.988 -0.138 -0.068 -0.7 0.2 0.7
H -1.644 0.796 1.131 -0.2 0.2 0.4
H -0.243 -0.053 0.431 0.5 -0.1 0.3
H -1.719 0.217 -1.816 -0.4 -0.1 -0.5
H 0.294 1.774 -0.729 0.8 0.5 0.8
H -1.639 3.002 -0.559 0.8 2.0 1.0
H -3.064 1.909 -0.039 0.3 1.1 1.0
H -3.448 1.414 -2.498 0.7 -0.1 -1.2
H -4.055 2.690 -1.730 -0.5 0.5 -0.2
O 0.101 -3.504 -1.638 0.1 0.2 0.4
H 0.675 -4.150 -1.224 0.1 -0.3 -0.1
H 0.653 -3.102 -2.314 -0.1 -0.1 -0.4
C 0.180 1.121 6.902 -0.1 0.1 0.1
Cl -0.031 -0.581 6.426 -0.9 0.1 -0.4
Cl -0.791 1.510 8.285 0.0 0.0 0.1
Cl 1.919 1.406 7.202 0.0 -0.1 0.2
H -0.141 1.725 6.060 0.0 -0.1 -0.1
Na 2.017 -1.756 7.011 0.3 -0.5 -0.1
N 6.184 -0.443 8.770 0.2 0.2 0.1
H 6.845 -0.645 8.014 0.0 0.0 0.0
H 6.686 0.029 9.530 0.0 0.0 0.0
H 5.452 0.185 8.424 0.0 0.1 -0.1
H 5.788 -1.314 9.124 0.0 0.0 0.0
C 1.938 2.943 1.807 -0.4 -0.3 0.0
O 2.400 3.193 0.725 0.2 0.1 -0.5
N 2.571 3.196 2.970 0.3 0.2 0.4
C 2.008 2.858 4.248 -0.1 0.1 -0.2
C 3.880 3.813 2.960 -0.1 -0.3 0.0
H 0.955 2.466 1.958 -0.1 0.0 0.0
H 1.843 3.754 4.857 0.0 0.0 0.1
H 2.693 2.199 4.777 0.0 -0.1 0.1
H 1.052 2.355 4.096 0.0 0.0 0.0
H 3.873 4.820 2.541 0.0 0.0 0.1
H 4.597 3.211 2.398 0.0 0.0 0.0
H 4.203 3.819 4.024 -0.5 0.3 -1.4
Cl -1.539 4.303 0.172 0.1 -1.2 -0.7
C 0.429 -5.152 3.885 0.1 -0.1 -0.3
Cl -1.236 -5.632 3.707 -0.1 0.0 0.0
Cl 1.439 -6.522 4.297 0.0 0.0 0.0
Cl 1.008 -4.362 2.435 0.0 0.0 0.0
Cl 0.512 -3.957 5.249 0.0 0.3 0.4
C 2.451 0.256 -8.439 0.1 0.1 -0.1
O 1.146 0.300 -7.932 -0.1 -0.1 0.2
C 0.598 -1.021 -7.815 0.0 0.5 -0.3
C -0.625 -1.012 -6.944 -0.1 -0.1 -0.1
O -0.329 -1.058 -5.559 -0.3 -0.2 0.1
C 0.141 0.096 -4.934 0.4 0.0 0.0
C -0.906 1.120 -4.577 0.1 0.2 0.1
O -1.238 1.976 -5.652 -0.1 -0.2 -0.1
C -2.402 2.692 -5.355 0.0 0.1 -0.1
H 2.484 -0.228 -9.424 0.0 0.0 0.0
H 2.802 1.282 -8.540 0.0 0.0 0.0
H 3.125 -0.287 -7.764 0.0 0.0 0.0
H 1.334 -1.700 -7.396 0.1 -0.2 0.0
H 0.320 -1.371 -8.817 0.1 -0.1 0.0
H -1.172 -1.933 -7.135 0.0 -0.1 0.0
H -1.270 -0.162 -7.191 0.1 0.1 0.0
H 0.951 0.568 -5.499 0.0 0.1 0.0
H 0.551 -0.263 -3.985 0.1 0.1 0.0
H -0.501 1.733 -3.762 -0.2 0.0 0.1
H -1.811 0.594 -4.228 0.0 0.0 0.0
H -3.255 2.007 -5.241 0.0 0.1 0.1
H -2.606 3.366 -6.183 0.0 0.0 0.0
H -2.286 3.278 -4.433 0.0 0.0 0.0
O 0.742 -6.257 -7.095 0.0 0.0 0.0
Cl 0.367 -5.005 -6.489 -0.2 0.1 0.0
O -1.072 -4.894 -6.436 0.0 0.0 0.0
O 0.894 -3.906 -7.275 0.1 -0.1 0.0
O 0.909 -4.933 -5.150 0.1 0.0 0.2
Mg 5.226 3.777 5.650 0.7 -0.2 1.2
```
Forces are in eV/Å.

Computed properties:
Total charge: +1
DFT total energy, Ha: -6383.234357

=====

Record 3
Computed, not measured: the ion C3H7N2 with charge +1 in a non-equilibrium geometry, with ωB97M-V with the def2-TZVPD basis set.

```
12
Properties=species:S:1:pos:R:3:forces:R:3
C 0.215 0.522 0.211 1.2 -0.2 0.7
C -1.994 -0.028 -0.463 -4.7 -0.3 2.9
C 1.353 -0.495 -0.054 -0.9 1.2 2.4
N -0.814 0.157 -0.769 1.5 1.2 -1.8
N -0.118 1.406 1.029 -1.2 -1.3 -1.3
H -2.286 0.166 0.665 0.8 -0.5 -2.3
H -2.864 -0.358 -1.117 1.7 0.5 0.4
H 2.300 -0.127 0.288 0.5 0.4 -0.1
H 1.373 -0.826 -1.064 0.1 -0.3 -0.7
H 1.116 -1.289 0.660 0.0 -0.4 -0.4
H -0.477 0.121 -1.734 -0.3 -0.4 0.1
H 0.310 1.587 1.908 1.3 0.2 0.3
```
Forces are in eV/Å.

Computed properties:
SMILES: [H]/N=C(\C)[NH+]=C
Energy relative to the best compared isomer or geometry (same formula, charge and spin), kcal/mol: 31.9
Total charge: +1
DFT total energy, Ha: -227.703585

=====

Record 4
Computed, not measured: an isolated molecule of C6H9NO in a non-equilibrium geometry, with ωB97M-V with the def2-TZVPD basis set.

```
17
Properties=species:S:1:pos:R:3:forces:R:3
C -2.821 1.766 -0.390 0.9 -0.2 -0.2
C -1.597 2.166 -0.742 -0.8 -1.0 0.3
C -1.827 0.750 -0.504 0.0 1.4 -0.2
C 2.073 -1.381 0.460 -0.3 0.3 0.0
C -0.096 -0.784 -0.695 0.0 0.1 0.5
C 0.708 -0.710 0.609 0.1 -0.7 -0.3
N -1.483 -0.445 -0.453 -0.2 -0.8 0.1
O 0.844 0.661 0.936 0.1 0.4 0.1
H -3.828 2.034 -0.167 -0.4 0.2 0.1
H -0.971 2.991 -0.987 0.3 0.4 -0.1
H 2.643 -0.891 -0.325 0.1 0.0 -0.1
H 2.633 -1.312 1.392 0.1 0.0 0.1
H 1.951 -2.430 0.207 0.0 -0.2 0.0
H 0.378 -0.116 -1.425 0.1 0.0 0.0
H -0.080 -1.809 -1.070 0.2 0.1 0.0
H 0.131 -1.220 1.397 0.0 0.1 -0.2
H 1.343 0.732 1.757 -0.1 0.0 -0.1
```
Forces are in eV/Å.

Computed properties:
SMILES: C[C@@H](O)CN=c1cc1
Energy relative to the best compared isomer or geometry (same formula, charge and spin), kcal/mol: 76.2
Total charge: 0
DFT total energy, Ha: -363.902869

=====

Record 5
Computed, not measured: an isolated molecule of C17H27N5O3, with ωB97M-V with the def2-TZVPD basis set.

```
52
Properties=species:S:1:pos:R:3:forces:R:3
C 4.284 -5.502 -2.432 0.0 0.0 0.0
C 3.465 -4.287 -2.848 0.0 0.0 0.0
C 2.489 -3.849 -1.764 0.0 0.0 0.0
C 1.676 -2.635 -2.191 0.0 0.0 0.0
N 0.725 -2.226 -1.173 0.0 0.0 0.0
C 0.909 -1.404 -0.124 0.0 0.1 0.0
C -0.284 -1.435 0.550 0.0 -0.1 0.1
C -0.696 -0.686 1.790 0.0 0.1 -0.1
C 0.508 -0.409 2.696 0.0 0.0 0.0
C -1.653 -1.509 2.682 0.0 0.0 0.0
O -2.971 -1.652 2.227 0.0 0.0 0.0
C -3.558 -0.384 2.042 0.0 0.0 0.0
C -2.801 0.387 0.988 0.0 0.0 0.0
N -1.399 0.570 1.394 0.0 0.0 0.0
C -0.672 1.595 0.864 0.0 0.0 0.0
O 0.544 1.585 0.764 0.0 0.0 0.0
C -1.456 2.837 0.422 0.0 0.0 0.0
O -2.111 2.557 -0.828 0.0 0.0 0.0
N -2.046 3.709 -1.632 0.0 0.0 0.0
C -1.240 4.539 -1.111 0.0 0.0 0.0
C -0.956 5.851 -1.754 0.0 0.0 0.0
C -0.577 4.044 0.146 0.0 0.0 0.0
C -0.506 5.044 1.291 0.0 0.0 0.0
N -1.119 -2.274 -0.121 0.0 0.0 0.0
N -0.503 -2.747 -1.157 0.0 0.0 0.0
H 4.976 -5.806 -3.218 0.0 0.0 0.0
H 4.869 -5.290 -1.535 0.0 0.0 0.0
H 3.636 -6.352 -2.211 0.0 0.0 0.0
H 4.135 -3.457 -3.092 0.0 0.0 0.0
H 2.910 -4.513 -3.763 0.0 0.0 0.0
H 1.801 -4.664 -1.525 0.0 0.0 0.0
H 3.034 -3.613 -0.845 0.0 0.0 0.0
H 2.323 -1.784 -2.403 0.0 0.0 0.0
H 1.096 -2.853 -3.087 0.0 0.0 0.0
H 1.822 -0.857 0.033 0.0 0.0 0.0
H 0.772 -1.336 3.210 0.0 0.0 0.0
H 1.371 -0.043 2.155 0.0 0.0 0.0
H 0.237 0.334 3.447 0.0 0.0 0.0
H -1.238 -2.511 2.780 0.0 0.0 0.0
H -1.661 -1.028 3.671 0.0 0.0 0.0
H -4.583 -0.551 1.716 0.0 0.0 0.0
H -3.569 0.170 2.992 0.0 0.0 0.0
H -2.839 -0.166 0.046 0.0 0.0 0.0
H -3.270 1.352 0.823 0.0 0.0 0.0
H -2.219 3.090 1.170 0.0 0.0 0.0
H 0.120 5.982 -1.888 0.0 0.0 0.0
H -1.451 5.913 -2.720 0.0 0.0 0.0
H -1.307 6.672 -1.125 0.0 0.0 0.0
H 0.433 3.704 -0.106 0.0 0.0 0.0
H 0.100 5.909 1.021 0.0 0.0 0.0
H -1.501 5.397 1.568 0.0 0.0 0.0
H -0.049 4.582 2.167 0.0 0.0 0.0
```
Forces are in eV/Å.

Computed properties:
SMILES: CCCCn1cc([C@]2(C)COCCN2C(=O)[C@@H]2ON=C(C)[C@H]2C)nn1
Energy relative to the best compared isomer or geometry (same formula, charge and spin), kcal/mol: 81.6
Total charge: 0
DFT total energy, Ha: -1163.421355

=====

Values for HOMO level, eV, ordered as above
-9.2 -7.7 -15.4 -8.7 -9.2
Values for Kohn-Sham gap, eV, ordered as above
9.34 1.12 10.08 9.71 9.95